[1]
A cluster of 3 separate species, C31H52BO15P2S3 in total at a distorted geometry, computed with the ωB97M-V functional and the def2-TZVPD basis.

Properties
- Net charge: -1
- E: -4243.27185 a.u.
- LUMO energy: 2.15 eV
- HOMO level: -5.293 eV

```
104
C31H52BO15P2S3, DFT the ωB97M-V functional and the def2-TZVPD basis
C 1.768 -1.200 5.377
C 1.774 -0.173 4.762
C 1.714 1.107 4.097
C 0.882 1.080 2.805
C -0.617 0.884 3.070
P -1.597 -0.201 1.799
C -0.548 -1.697 2.268
C -1.193 -3.064 2.388
C -0.114 -4.143 2.469
C -0.649 -5.500 2.839
O -1.303 -6.155 1.713
C -0.691 -7.286 1.345
O -1.139 -8.379 1.516
C -2.711 -1.121 0.441
C -2.132 -1.611 -0.833
O -2.598 -1.239 -1.905
C -1.026 -2.615 -0.943
C -1.372 -3.949 -1.023
C -0.407 -4.921 -1.181
C 0.925 -4.582 -1.254
C 1.275 -3.246 -1.200
C 0.310 -2.273 -1.048
B -3.021 -0.570 3.146
O -4.353 -0.368 2.845
O -2.738 -1.021 4.431
O -2.576 1.288 1.381
C -2.127 2.047 0.342
S -2.290 3.813 0.934
C -0.821 4.776 0.520
C -0.409 5.642 1.685
O -1.094 5.897 2.624
O 0.864 6.171 1.584
C 1.864 5.325 2.164
C 3.191 5.597 1.469
C 3.999 6.704 2.123
O 3.964 4.400 1.263
C 4.099 3.622 2.345
O 4.043 4.034 3.474
C 4.331 2.190 1.992
S 5.951 1.701 2.658
C -0.724 1.532 -0.044
P -0.216 1.679 -1.774
O -1.208 0.880 -2.707
O -0.500 3.231 -2.076
S 1.622 1.246 -2.158
O -0.506 0.279 0.463
H 1.713 -2.121 5.890
H 1.292 1.864 4.753
H 2.726 1.435 3.874
H 1.020 2.067 2.379
H 1.299 0.321 2.153
H -1.066 1.869 3.086
H -0.728 0.488 4.076
H -0.164 -1.465 3.253
H 0.330 -1.758 1.632
H -1.836 -3.348 1.563
H -1.761 -3.156 3.309
H 0.412 -4.172 1.520
H 0.608 -3.861 3.235
H 0.161 -6.137 3.182
H -1.407 -5.407 3.605
H 0.250 -7.138 0.801
H -3.452 -0.397 0.140
H -3.269 -1.950 0.872
H -2.404 -4.256 -0.973
H -0.688 -5.959 -1.239
H 1.687 -5.337 -1.354
H 2.305 -2.937 -1.262
H 0.608 -1.244 -1.010
H -4.839 -0.162 3.649
H -3.471 -1.545 4.767
H -2.852 1.966 -0.473
H -1.005 5.461 -0.300
H 0.028 4.176 0.237
H 1.592 4.275 2.084
H 1.960 5.554 3.217
H 2.939 5.945 0.477
H 3.825 6.769 3.188
H 3.845 7.647 1.617
H 5.047 6.456 1.998
H 4.322 2.050 0.929
H 3.549 1.581 2.423
H 5.743 0.392 2.787
H -0.035 2.232 0.450
H -2.125 0.884 -2.387
H -0.462 3.335 -3.036
C -3.778 -1.525 -5.381
C -3.040 -0.411 -6.102
O -2.491 0.529 -5.188
H -4.581 -1.111 -4.772
H -4.205 -2.238 -6.090
H -3.105 -2.063 -4.711
H -3.718 0.136 -6.757
H -2.235 -0.829 -6.720
H -1.880 0.059 -4.609
C 1.092 -1.638 -8.054
C 1.776 -0.301 -7.830
O 0.884 0.795 -8.011
H 0.669 -1.684 -9.058
H 1.792 -2.466 -7.930
H 0.272 -1.773 -7.346
H 2.582 -0.160 -8.549
H 2.204 -0.256 -6.823
H 0.171 0.709 -7.370
```

[2]
A structure of composition C31H52BrCaN4P3 at a distorted geometry, computed with the ωB97M-V functional and the def2-TZVPD basis.

Properties
- Net charge: +2
- E: -5706.58081 a.u.
- LUMO energy (spin up / spin down): -6.74 / -6.75 eV
- HOMO level (spin up / spin down): -13.133 / -13.133 eV

```
92
C31H52BrCaN4P3, DFT the ωB97M-V functional and the def2-TZVPD basis
N -4.747 -1.420 3.202
C -4.157 -0.351 3.744
C -4.003 0.850 3.045
C -4.527 0.937 1.731
C -5.173 -0.195 1.181
C -5.265 -1.347 1.971
C -4.211 2.094 0.935
Ca 0.375 1.048 -0.794
P 3.170 0.338 -2.057
C -4.136 2.064 -0.428
C -2.872 2.427 -1.023
C -2.567 1.982 -2.325
C -1.282 2.156 -2.842
C -0.396 2.961 -2.117
C -0.638 3.409 -0.806
C -1.862 3.033 -0.228
Br 1.351 3.467 -2.989
H -3.936 3.006 1.483
H -4.930 1.677 -1.075
H -3.457 1.682 3.488
H -5.572 -0.198 0.163
H -3.776 -0.437 4.769
H -5.763 -2.244 1.575
H -3.335 1.462 -2.899
H -2.022 3.221 0.830
H -0.999 1.779 -3.822
H 0.100 4.026 -0.276
P -0.294 -1.813 -0.486
C 3.666 1.937 -1.295
C 4.571 2.874 -2.104
H 4.133 1.689 -0.323
H 2.726 2.478 -1.061
H 4.736 3.780 -1.507
H 5.543 2.425 -2.321
H 4.105 3.187 -3.043
C 2.857 0.617 -3.860
C 4.043 0.637 -4.819
H 2.323 1.585 -3.947
H 2.127 -0.153 -4.171
H 3.676 0.873 -5.830
H 4.778 1.409 -4.548
H 4.542 -0.337 -4.868
C 4.737 -0.624 -2.019
C 6.088 0.080 -2.038
H 4.698 -1.355 -2.836
H 4.661 -1.184 -1.076
H 6.879 -0.664 -1.885
H 6.316 0.570 -2.990
H 6.203 0.820 -1.241
C 0.559 -3.354 0.077
C 2.048 -3.436 -0.244
H 0.014 -4.163 -0.430
H 0.384 -3.482 1.151
H 2.463 -4.316 0.264
H 2.218 -3.555 -1.320
H 2.612 -2.554 0.091
C -0.218 -2.188 -2.290
C -1.269 -1.516 -3.161
H -0.339 -3.278 -2.335
H 0.801 -1.959 -2.634
H -1.239 -1.967 -4.159
H -2.278 -1.656 -2.757
H -1.114 -0.436 -3.283
C -2.028 -2.345 -0.162
C -2.309 -2.915 1.222
H -2.245 -3.103 -0.928
H -2.669 -1.472 -0.359
H -3.350 -3.267 1.255
H -1.660 -3.763 1.468
H -2.198 -2.159 2.013
C 2.468 -0.607 4.803
N 2.348 0.826 4.451
C 1.024 1.313 4.898
N -0.100 0.541 4.315
C 0.072 -0.893 4.667
N 1.378 -1.408 4.209
C 1.457 -1.457 2.750
P 1.283 0.231 1.932
C 2.577 1.040 3.016
C -0.261 0.750 2.886
H 2.391 -0.699 5.898
H 3.432 -0.982 4.434
H 0.922 2.366 4.607
H 0.968 1.180 5.991
H -0.731 -1.486 4.200
H 0.028 -0.975 5.764
H 2.424 -1.881 2.443
H 0.659 -2.114 2.379
H 2.607 2.116 2.800
H 3.550 0.610 2.738
H -1.137 0.190 2.527
H -0.436 1.818 2.683
```

[3]
A cluster of 2 separate species, C31H52FN2O5 in total at a distorted geometry, computed with the ωB97M-V functional and the def2-TZVPD basis.

Properties
- Net charge: -1
- E: -1797.47728 a.u.
- LUMO energy: 0.80 eV
- HOMO level: -0.532 eV

```
91
C31H52FN2O5, DFT the ωB97M-V functional and the def2-TZVPD basis
C 3.771 2.224 3.527
C 2.922 1.344 3.485
C 1.806 0.376 2.935
C 2.366 -1.058 2.564
C 3.429 -1.045 1.355
N 2.756 -0.718 0.058
C 3.348 0.451 -0.700
C 3.439 1.760 0.175
C 2.319 2.604 0.251
C 4.663 0.101 -1.515
C 5.998 -0.062 -0.692
C 6.781 1.248 -0.277
C 6.446 2.571 -1.068
F 6.717 1.407 1.161
O 4.483 -1.150 -2.267
C 4.013 -2.214 -1.435
C 2.550 -1.917 -0.845
C 1.893 -3.155 -0.127
C 0.319 -2.916 0.164
C -0.613 -3.935 -0.663
C -1.823 -3.135 -1.342
C -3.182 -3.577 -0.623
C -3.921 -2.212 -0.174
C -4.686 -2.537 1.189
C -5.492 -1.305 1.809
C -5.533 -0.009 0.897
C -4.264 0.947 1.064
C -4.272 1.969 -0.172
C -3.763 3.391 0.409
C -2.893 4.134 -0.723
C -1.346 3.759 -0.477
C -0.630 3.685 -1.918
O 1.608 -1.535 -1.899
C 1.564 -2.467 -2.881
N 1.543 -3.181 -3.789
H 4.477 3.095 3.524
H 1.180 0.838 2.112
H 1.098 0.222 3.816
H 1.478 -1.727 2.344
H 2.881 -1.528 3.466
H 4.259 -0.352 1.666
H 3.888 -2.090 1.380
H 1.778 -0.411 0.303
H 2.583 0.748 -1.491
H 4.353 2.094 0.726
H 1.368 2.361 -0.299
H 2.320 3.543 0.884
H 4.735 0.886 -2.334
H 6.707 -0.668 -1.350
H 5.892 -0.693 0.251
H 7.885 1.041 -0.475
H 7.395 3.206 -1.046
H 6.251 2.397 -2.175
H 5.651 3.219 -0.593
H 4.718 -2.476 -0.575
H 4.018 -3.149 -2.086
H 1.925 -4.096 -0.771
H 2.344 -3.456 0.859
H 0.103 -3.149 1.260
H 0.015 -1.834 0.021
H -0.062 -4.477 -1.487
H -0.960 -4.741 0.062
H -1.627 -2.025 -1.290
H -1.817 -3.406 -2.449
H -3.037 -4.179 0.320
H -3.775 -4.173 -1.374
H -4.636 -1.905 -0.988
H -3.141 -1.426 0.059
H -5.377 -3.416 0.951
H -3.915 -2.961 1.918
H -6.555 -1.671 1.983
H -5.012 -1.051 2.806
H -6.425 0.601 1.255
H -5.760 -0.233 -0.195
H -4.392 1.506 2.038
H -3.276 0.400 1.107
H -3.623 1.624 -1.035
H -5.356 2.066 -0.513
H -3.141 3.179 1.336
H -4.704 3.960 0.673
H -3.047 5.247 -0.546
H -3.257 3.799 -1.742
H -0.819 4.576 0.110
H -1.268 2.764 0.073
H -0.726 2.621 -2.286
H 0.486 3.907 -1.849
H -1.066 4.436 -2.641
C -8.877 0.777 -0.820
O -9.940 0.740 -1.475
O -8.758 0.432 0.397
O -7.752 1.166 -1.274
```

[4]
A structure of composition C31H52IrN2O3P2 at a distorted geometry, computed with the ωB97M-V functional and the def2-TZVPD basis.

Properties
- Expectation value of S²: 8.763
- Net charge: +2
- E: -2333.97632 a.u.
- LUMO energy (spin up / spin down): -4.92 / -9.80 eV
- HOMO level (spin up / spin down): -12.157 / -13.889 eV
- Spin multiplicity: 6

```
91
C31H52IrN2O3P2, DFT the ωB97M-V functional and the def2-TZVPD basis
Ir 0.744 0.019 -0.557
C 3.431 -0.707 -0.216
C 2.553 -0.497 -1.373
C 3.240 1.567 -0.453
C 3.830 0.533 0.288
C 2.380 0.988 -1.478
C 3.894 -2.017 0.271
H 3.445 -2.833 -0.306
H 3.629 -2.162 1.332
H 4.989 -2.105 0.194
C 4.787 0.687 1.419
H 4.407 0.191 2.327
H 4.964 1.742 1.657
H 5.758 0.226 1.184
C 3.538 3.006 -0.379
H 4.366 3.282 -1.052
H 3.835 3.313 0.633
H 2.662 3.603 -0.669
C 2.039 1.691 -2.735
H 2.957 2.008 -3.249
H 1.436 2.579 -2.503
H 1.463 1.045 -3.403
C 2.571 -1.367 -2.584
H 3.477 -1.172 -3.178
H 1.700 -1.168 -3.211
H 2.569 -2.424 -2.301
C -0.385 -1.476 0.848
C 0.331 -2.284 -0.033
C -0.176 -2.903 -1.285
C -0.824 -1.941 -2.322
C -0.625 -0.467 -2.178
C -1.289 0.427 -1.282
C -2.199 0.122 -0.139
C -1.812 -1.066 0.789
H -0.901 -3.694 -1.034
H -1.912 -2.147 -2.353
H 0.654 -3.416 -1.792
H -2.440 -1.943 0.555
H 0.058 -1.412 1.844
H 1.259 -2.697 0.375
H -2.106 -0.754 1.802
H -2.268 1.032 0.483
H -1.340 1.462 -1.652
H -3.223 -0.016 -0.520
H -0.467 -2.225 -3.324
H -0.289 0.037 -3.095
P -3.688 -2.715 -1.204
C -4.877 -3.237 0.112
C -4.086 -4.067 -2.421
P -3.705 -0.266 -3.045
C -4.719 -1.365 -1.916
C -4.161 -1.149 -4.625
C -5.053 0.995 -3.200
H -5.085 -2.390 0.778
H -4.422 -4.049 0.696
H -5.818 -3.592 -0.333
H -5.162 -4.306 -2.393
H -3.521 -4.963 -2.118
H -3.795 -3.806 -3.450
H -6.034 0.520 -3.333
H -4.846 1.642 -4.059
H -5.076 1.609 -2.294
H -5.111 -0.753 -1.089
H -5.586 -1.789 -2.455
H -4.091 -0.429 -5.453
H -5.190 -1.543 -4.593
H -3.464 -1.974 -4.823
C 2.863 3.586 4.620
C 2.593 2.607 3.488
C 1.152 2.051 3.443
C 0.686 1.424 4.788
C 1.658 0.464 5.441
C 0.177 3.198 3.118
O -0.379 3.905 3.946
N 0.011 3.466 1.757
C 0.267 2.609 0.698
O 0.135 3.006 -0.464
N 0.638 1.315 1.054
C 1.116 0.997 2.315
O 1.590 -0.129 2.523
H 2.005 4.250 4.783
H 3.733 4.195 4.356
H 3.091 3.061 5.554
H 2.785 3.087 2.513
H 3.279 1.750 3.544
H 0.439 2.241 5.481
H -0.263 0.904 4.582
H 2.511 0.984 5.891
H 1.136 -0.075 6.236
H 2.014 -0.259 4.700
H -0.458 4.326 1.504
```

[5]
A structure of composition C31H52N2O3P2Sc at a distorted geometry, computed with the ωB97M-V functional and the def2-TZVPD basis.

Properties
- Net charge: +1
- E: -2990.89849 a.u.
- LUMO energy: -3.82 eV
- HOMO level: -9.051 eV

```
91
C31H52N2O3P2Sc, DFT the ωB97M-V functional and the def2-TZVPD basis
Sc 0.609 -1.398 1.711
C -1.748 -1.799 2.611
C -1.384 -2.932 1.827
C 0.130 -2.755 3.583
C -0.809 -1.677 3.682
C -0.219 -3.527 2.417
C -2.974 -0.967 2.477
H -3.374 -0.994 1.456
H -2.752 0.082 2.718
H -3.773 -1.307 3.162
C -0.920 -0.682 4.778
H -1.440 0.221 4.431
H 0.065 -0.370 5.149
H -1.490 -1.091 5.629
C 1.229 -3.014 4.555
H 1.268 -4.082 4.811
H 1.061 -2.438 5.475
H 2.219 -2.724 4.164
C 0.514 -4.714 1.904
H 0.759 -5.415 2.715
H 1.463 -4.435 1.415
H -0.092 -5.242 1.156
C -2.143 -3.434 0.647
H -2.265 -4.527 0.676
H -1.638 -3.172 -0.298
H -3.142 -2.980 0.622
C -1.860 2.003 -1.001
C -2.900 1.172 -0.755
C -3.133 -0.203 -1.301
C -2.700 -0.510 -2.759
C -1.353 -1.141 -2.881
C -0.135 -0.592 -2.622
C 0.198 0.723 -1.982
C -0.876 1.842 -2.109
H -4.215 -0.400 -1.221
H -2.859 0.362 -3.416
H -2.644 -0.956 -0.650
H -1.442 1.697 -3.057
H -1.706 2.890 -0.379
H -3.577 1.436 0.056
H -0.346 2.806 -2.211
H 0.467 0.593 -0.910
H 0.691 -1.321 -2.508
H 1.126 1.090 -2.463
H -3.407 -1.261 -3.157
H -1.370 -2.216 -3.110
P -0.842 0.851 -4.916
C -1.042 2.549 -5.553
C -1.970 -0.033 -6.054
P 1.476 -1.145 -4.744
C 0.844 0.442 -5.493
C 0.646 -2.271 -5.953
C 3.110 -1.076 -5.581
H -0.204 3.177 -5.228
H -1.978 2.963 -5.156
H -1.088 2.522 -6.649
H -1.843 0.387 -7.058
H -3.000 0.141 -5.719
H -1.793 -1.112 -6.077
H 2.998 -0.804 -6.639
H 3.592 -2.056 -5.496
H 3.725 -0.325 -5.073
H 1.527 1.264 -5.216
H 0.818 0.354 -6.594
H 1.248 -3.186 -6.019
H 0.595 -1.808 -6.948
H -0.359 -2.544 -5.617
C 1.127 2.127 5.674
C 2.348 2.070 4.773
C 2.162 2.576 3.301
C 2.002 4.119 3.213
C 0.811 4.685 3.947
C 3.424 2.204 2.523
O 4.235 2.974 2.047
N 3.619 0.797 2.440
C 2.547 0.038 2.089
O 2.664 -1.170 1.673
N 1.309 0.551 2.158
C 1.013 1.826 2.614
O -0.138 2.238 2.472
H 1.151 3.021 6.308
H 1.123 1.256 6.339
H 0.195 2.130 5.092
H 3.165 2.677 5.194
H 2.734 1.041 4.721
H 2.935 4.570 3.589
H 1.936 4.377 2.145
H 0.964 4.672 5.029
H 0.654 5.719 3.630
H -0.072 4.096 3.681
H 4.512 0.474 2.094
```

net charge of number 4 (C31H52IrN2O3P2)?
+2